# 1
A molecular structure, C28H47IrNO2P2 at a distorted geometry. Source: the Open Molecules 2025 dataset; level of theory: the ωB97M-V functional and the def2-TZVPD basis.

Geometry as XYZ:
```
81
Properties=species:S:1:pos:R:3:lowdin_spin:R:1
Ir 0.44 -1.59 -2.45 2.1344
C 0.63 -0.55 0.68 0.1235
C -0.57 -1.20 0.28 0.2937
C 1.29 -2.31 -0.72 0.1083
C 1.75 -1.19 0.14 0.3123
C -0.26 -2.25 -0.73 0.1981
C 0.75 0.62 1.58 0.0078
H -0.22 0.92 1.97 -0.0001
H 1.18 1.48 1.04 0.0040
H 1.41 0.44 2.44 0.0024
C 3.16 -0.95 0.51 0.0520
H 3.55 -0.07 -0.01 0.0194
H 3.83 -1.79 0.25 0.0011
H 3.26 -0.78 1.59 0.0108
C 1.89 -3.65 -0.41 0.0148
H 1.41 -4.10 0.48 0.0042
H 2.94 -3.49 -0.13 0.0010
H 1.82 -4.35 -1.24 0.0042
C -0.98 -3.53 -0.75 0.0657
H -0.70 -4.16 0.11 0.0150
H -0.76 -4.13 -1.65 0.0121
H -2.06 -3.35 -0.71 0.0007
C -1.91 -0.97 0.80 0.0571
H -2.15 -1.56 1.72 0.0193
H -2.63 -1.26 0.01 0.0078
H -2.04 0.11 1.02 0.0055
C -1.79 2.61 -0.58 0.0411
C -2.53 2.81 0.51 0.0406
C -4.00 3.23 0.56 0.0389
C -5.07 2.52 -0.28 0.0395
C -4.76 1.06 -0.47 0.3359
C -3.95 0.60 -1.44 0.3378
C -3.28 1.46 -2.47 0.0471
C -2.24 2.50 -2.02 0.0266
H -4.09 4.30 0.35 0.0000
H -5.16 3.03 -1.26 0.0091
H -4.29 3.08 1.61 0.0045
H -2.61 3.49 -2.31 0.0028
H -0.68 2.55 -0.48 0.0033
H -2.00 2.95 1.47 0.0012
H -1.33 2.33 -2.63 0.0071
H -2.76 0.79 -3.18 0.0002
H -3.82 -0.47 -1.61 0.0095
H -3.98 1.98 -3.12 0.0259
H -6.04 2.59 0.26 0.0004
H -5.15 0.37 0.28 0.0091
P -1.64 1.83 -5.39 0.0046
P -1.56 -1.65 -4.75 0.0589
C -2.53 0.56 -6.45 0.0014
C -1.87 -0.82 -6.45 0.0174
H -2.59 0.96 -7.48 0.0005
H -3.56 0.48 -6.06 0.0001
H -2.53 -1.49 -7.04 0.0025
H -0.91 -0.81 -7.00 0.0001
C -1.03 -3.14 -5.72 0.0028
H -0.99 -3.97 -5.01 0.0002
H -0.02 -2.92 -6.10 0.0004
H -1.73 -3.36 -6.54 0.0010
C -3.30 -2.24 -4.50 0.0044
H -3.77 -2.61 -5.44 0.0011
H -3.93 -1.45 -4.07 0.0000
H -3.24 -3.08 -3.79 -0.0002
C -0.74 2.69 -6.78 0.0007
H -0.29 3.62 -6.40 0.0000
H -1.41 2.93 -7.63 0.0002
H 0.07 2.02 -7.13 0.0000
C -3.11 3.01 -5.50 0.0013
H -4.07 2.49 -5.37 0.0007
H -3.13 3.54 -6.46 0.0000
H -3.02 3.75 -4.71 -0.0001
O 1.50 -2.04 -4.51 0.1238
C 1.97 -0.90 -4.29 0.0508
C 3.35 -0.38 -4.60 0.0105
C 3.53 0.74 -3.61 0.0075
C 2.20 0.91 -2.89 0.0275
O 1.90 1.69 -2.01 0.0231
N 1.32 -0.10 -3.40 0.1982
H 4.04 -1.23 -4.45 0.0018
H 3.42 -0.03 -5.64 0.0010
H 4.26 0.47 -2.82 0.0013
H 3.86 1.66 -4.10 0.0007
```

For the gap between HOMO and LUMO (spin up / spin down), the calculation gives 6.9 / 3.6 eV. Its spin multiplicity is 6. The total charge is +2. The calculation puts the total energy at -56778.016 eV.

***

# 2
C4H8N2S2 in the gas phase at a distorted geometry. Source: the Open Molecules 2025 dataset; level of theory: the ωB97M-V functional and the def2-TZVPD basis.

Geometry as XYZ:
```
16
Properties=species:S:1:pos:R:3:nbo_charge:R:1
H 2.71 -0.38 0.09 0.3109
N 1.90 -0.10 0.58 -0.7308
C 0.90 -0.41 -0.33 0.4048
N 0.83 -0.95 -1.48 -0.6066
C -0.26 -1.66 -2.00 -0.4037
C -0.45 -0.12 0.48 -0.3688
S -0.95 -1.20 1.61 0.0557
S -0.76 1.60 0.48 0.3934
C 0.38 2.26 -0.71 -0.8123
H 1.83 -1.02 -2.12 0.3958
H -0.67 -2.61 -1.51 0.2251
H 0.34 -2.01 -2.98 0.2026
H -0.96 -0.87 -2.16 0.2081
H 0.02 3.28 -0.90 0.2459
H 1.47 2.25 -0.47 0.2590
H 0.18 1.88 -1.87 0.2208
```

For the gap between HOMO and LUMO, the calculation gives 8.3 eV. As for the SMILES: [H]/N=C(\NC)C(=S)SC. Its energy relative to the best compared isomer or geometry (same formula, charge and spin) is 80.9 kcal per mole. The total charge is 0. The calculation puts the total energy at -28924.799 eV.

***

# 3
A molecular structure, C39H33AsCl3F10N6O9SSi2TeTi at a distorted geometry. Source: the Open Molecules 2025 dataset; level of theory: the ωB97M-V functional and the def2-TZVPD basis.

Geometry as XYZ:
```
106
Properties=species:S:1:pos:R:3:lowdin_spin:R:1
Ti 0.56 -0.25 -0.12 0.9049
C 1.46 8.91 -1.83 0.0000
C 1.07 7.53 -1.36 0.0000
C 0.42 7.33 -0.15 0.0000
C 0.11 6.05 0.30 0.0000
C 0.44 4.96 -0.48 0.0000
C 1.05 5.13 -1.72 0.0000
C 1.37 6.41 -2.14 0.0000
S 1.51 2.65 0.11 0.0034
O 0.14 3.70 0.00 0.0000
O 2.44 3.33 1.01 0.0024
N 0.67 1.46 0.91 0.0091
C -0.03 1.73 2.08 0.0071
C 0.20 2.88 2.88 0.0024
C -0.54 3.06 4.02 -0.0001
C -1.50 2.12 4.39 0.0009
C -1.64 1.02 3.57 0.0122
N -0.93 0.82 2.46 0.0544
H 1.32 9.65 -1.04 0.0000
H 0.85 9.22 -2.69 0.0000
H 2.50 8.93 -2.15 0.0000
H 0.17 8.19 0.47 0.0000
H -0.39 5.90 1.25 0.0000
H 1.24 4.27 -2.34 0.0000
H 1.85 6.54 -3.10 0.0000
H 0.96 3.58 2.59 0.0004
H -0.37 3.94 4.64 -0.0001
H -2.11 2.23 5.28 0.0003
H -2.36 0.24 3.81 0.0076
O -3.36 3.14 -3.11 -0.0017
C -2.58 2.40 -2.58 -0.0008
C -1.07 2.29 -2.87 0.0009
O -0.46 2.89 -3.72 0.0049
C -0.61 1.31 -1.90 0.0192
C -1.64 0.81 -1.11 0.0164
O -1.30 -0.12 -0.25 -0.0033
C -2.93 1.38 -1.49 0.0007
O -4.05 1.16 -1.09 0.0031
O 0.58 0.84 -1.68 0.0015
F 0.71 -2.30 -0.55 0.0392
As -0.47 -3.10 -1.75 0.0036
F -1.96 -2.56 -1.01 0.0152
F -0.58 -4.40 -0.58 0.0146
F -1.40 -3.91 -2.95 0.0002
F 0.94 -3.84 -2.38 0.0001
F -0.45 -1.64 -2.64 0.0007
F 2.62 -1.51 -2.98 0.0002
C 2.92 -0.74 -4.03 0.0165
C 2.60 -1.18 -5.28 0.0390
F 1.95 -2.34 -5.39 0.0083
C 2.95 -0.46 -6.45 0.0562
C 3.63 0.76 -6.20 0.0432
C 3.96 1.19 -4.96 0.0205
F 4.62 2.35 -4.86 0.0007
C 3.62 0.47 -3.78 0.0810
C 3.92 0.92 -2.47 0.1321
C 3.27 0.42 -1.33 0.0361
N 2.80 0.02 -0.35 0.0676
C 4.84 1.98 -2.22 0.0181
N 5.62 2.79 -2.00 0.0613
F 4.00 1.52 -7.24 0.0086
C 2.68 -0.94 -7.75 0.1853
C 2.16 -2.24 -8.03 0.0251
N 1.78 -3.28 -8.35 0.0914
C 2.96 -0.20 -8.94 0.0259
N 3.17 0.32 -9.94 0.0915
C -4.49 -0.44 1.73 0.0098
Si -4.56 -2.17 2.41 0.0207
C -6.20 -2.96 1.90 0.0034
C -4.47 -2.15 4.29 0.0029
C -3.16 -3.30 1.82 0.0627
Te -1.35 -2.17 1.87 0.6245
C -0.65 -3.31 3.53 0.0734
Si 0.13 -4.99 3.09 0.0207
C 0.73 -5.67 4.74 0.0046
C -1.17 -6.16 2.41 0.0006
C 1.57 -4.87 1.93 0.0022
H -5.05 0.25 2.36 0.0001
H -4.90 -0.38 0.72 0.0007
H -3.47 -0.06 1.65 0.0070
H -7.03 -2.44 2.37 0.0007
H -6.25 -4.01 2.19 0.0001
H -6.33 -2.90 0.82 0.0002
H -5.26 -1.54 4.71 0.0000
H -3.51 -1.74 4.63 0.0022
H -4.56 -3.16 4.70 0.0004
H -3.31 -3.62 0.79 0.0092
H -3.06 -4.17 2.47 0.0011
H -1.51 -3.46 4.18 0.0069
H 0.09 -2.70 4.05 0.0027
H -0.07 -5.77 5.47 0.0001
H 1.50 -5.03 5.17 0.0001
H 1.17 -6.66 4.59 0.0008
H -2.02 -6.27 3.08 0.0002
H -0.72 -7.15 2.26 0.0001
H -1.53 -5.81 1.44 0.0002
H 2.33 -4.18 2.29 0.0001
H 1.26 -4.52 0.94 0.0017
H 2.03 -5.85 1.81 -0.0001
Cl 3.51 0.82 3.09 -0.0001
C 2.69 -0.69 3.53 0.0002
Cl 3.76 -1.73 4.48 0.0002
Cl 1.27 -0.29 4.52 0.0002
C 2.33 -1.37 2.16 0.0012
O 3.17 -2.07 1.66 0.0017
O 1.17 -1.05 1.71 0.0086
```

For the gap between HOMO and LUMO (spin up / spin down), the calculation gives 6.2 / 5.1 eV. Its spin multiplicity is 4. Its energy relative to the best compared isomer or geometry (same formula, charge and spin) is 30.7 kcal per mole. The total charge is -2. The calculation puts the total energy at -250934.559 eV.